# 1
Density functional theory data (the ωB97M-V functional and the def2-TZVPD basis) for a single C4H5OP molecule.

Calculated values
SMILES: OC1=[PH]=CC=C1
Electronic energy in eV: -15562.173
Energy above the lowest of the compared OMol25 structures with the same formula, charge and spin in kJ/mol: 177.8

CARTESIAN COORDINATES (ANGSTROEM)
C -0.91860 0.93515 -0.37844
C 0.49337 0.95159 -0.33652
C -1.54171 -0.22424 -0.11493
C 1.15160 -0.15912 -0.10113
O 2.43828 -0.44501 -0.12030
P -0.49296 -1.66392 -0.22368
H -1.38051 2.01188 -0.23630
H 0.98319 2.00952 -0.36516
H -2.53278 -0.43237 0.16372
H 2.55635 -1.02057 0.56936
H -0.75622 -1.96291 1.14339


# 2
Density functional theory data (the ωB97M-V functional and the def2-TZVPD basis) for a single C3H4FNO2S molecule.

Calculated values
SMILES: C/C(F)=C(\S)[N+](=O)[O-]
Electronic energy in eV: -22308.101
Energy above the lowest of the compared OMol25 structures with the same formula, charge and spin in kJ/mol: 466.6

CARTESIAN COORDINATES (ANGSTROEM)
C -0.54072 -0.71977 -0.07381
C 0.62560 0.31700 -0.05543
C -1.94192 -0.43568 0.03095
N 1.96668 -0.06191 -0.00157
O 2.37457 -1.14456 -0.15578
O 2.67502 0.89403 0.23638
F -0.20954 -2.01801 -0.36926
S 0.23190 1.96806 -0.01502
H -2.04295 0.66509 0.45677
H -2.42133 -0.52019 -0.89959
H -2.37001 -1.22420 0.74737
H 1.65270 2.28016 0.09899


# 3
Density functional theory data (the ωB97M-V functional and the def2-TZVPD basis) for a 2-piece molecular cluster, C3H8ClPS overall.

Calculated values
SMILES: C=P(=S)CC.Cl
Electronic energy in eV: -35886.069
Energy above the lowest of the compared OMol25 structures with the same formula, charge and spin in kJ/mol: 190.4

CARTESIAN COORDINATES (ANGSTROEM)
C 0.76683 -0.62965 1.42255
C -0.95804 1.63054 -0.64046
C 1.40610 -0.12894 0.07559
P 0.21760 0.59383 -1.15182
S 0.61495 0.37511 -2.98950
Cl -2.76987 -1.83460 0.08198
H -0.32374 -0.77077 1.40994
H 1.32926 -1.65003 1.69862
H 1.01361 0.00681 2.28185
H -2.52414 -0.91054 -0.91151
H -1.41077 1.58039 0.29463
H -1.55928 2.13157 -1.46179
H 1.93349 -0.90241 -0.49381
H 2.26398 0.50869 0.38375


Max |F| readings, ordered: 3.96, 8.96, 2.67 eV Å⁻¹